No. 1
A structure of composition C7H21N7O2V. Source: the Open Molecules 2025 dataset; level of theory: ωB97M-V/def2-TZVPD.

## Properties
orbital gap (alpha / beta): 8.93 / 9.75 eV
energy above the lowest of the compared OMol25 structures with the same formula, charge and spin: 0.0 kJ/mol
spin multiplicity: 4
DFT total energy: -1756.4116 Ha
net charge: +2

Structure (XYZ):
```
38
Properties=species:S:1:pos:R:3:forces:R:3:mulliken_charge:R:1
V -0.1537 0.1028 0.0024 -0.3 0.3 0.2 0.7765
N 3.7616 0.9548 -0.8398 0.0 0.0 0.0 -0.5210
N 3.6819 2.3301 -0.5822 0.0 0.0 0.0 -0.1438
C 2.6965 2.8084 0.1626 0.1 0.1 -0.1 0.7805
N 2.4924 4.1070 0.2599 0.0 0.0 0.1 -0.3438
N 2.0027 1.9064 0.9359 -0.1 0.5 0.4 -0.4780
N 0.7137 1.9950 0.8989 0.2 -0.2 -0.3 1.0318
O 0.0560 1.3080 1.7454 0.1 -0.3 -0.2 -0.5884
O 0.0775 2.4720 -0.0813 0.0 -0.2 -0.1 -0.5968
H 4.5615 0.5657 -0.3495 0.0 0.0 0.0 0.2778
H 3.8956 0.8243 -1.8367 0.0 0.0 0.0 0.2852
H 4.4005 2.9528 -0.9300 0.0 0.0 0.0 0.2088
H 2.9898 4.7722 -0.3133 0.0 0.0 0.0 0.2302
H 1.8398 4.4749 0.9349 0.0 0.0 0.0 0.2481
C -2.9317 0.2944 0.9257 0.0 0.0 0.0 -1.1561
N -2.2204 -0.1824 -0.2888 -0.1 0.0 0.0 0.5860
C -2.7332 0.5575 -1.4657 0.0 0.0 0.0 -0.9992
C -2.4151 -1.6469 -0.4633 0.0 -0.1 0.1 -0.9027
C -1.5089 -2.4234 0.4802 -0.1 -0.1 0.0 -0.9418
N -0.0986 -1.9756 0.3586 0.0 0.2 0.0 0.3353
C 0.4871 -2.3810 -0.9336 0.0 -0.1 -0.1 -1.0075
C 0.7165 -2.4753 1.4861 0.0 0.0 0.0 -1.0551
H -4.0009 0.0916 0.8327 0.0 0.0 0.0 0.3954
H -2.7763 1.3651 1.0377 0.0 0.0 0.0 0.3413
H -2.5493 -0.2059 1.8133 0.0 0.0 0.0 0.3393
H -3.8060 0.3912 -1.5885 0.0 0.0 0.0 0.3633
H -2.2251 0.2213 -2.3703 0.0 0.0 0.0 0.3765
H -2.5609 1.6234 -1.3254 0.0 0.0 0.0 0.3011
H -2.2059 -1.8986 -1.5036 0.0 0.0 0.0 0.4212
H -3.4560 -1.9219 -0.2728 0.0 0.0 0.0 0.3780
H -1.5913 -3.4942 0.2697 0.0 0.0 0.0 0.3780
H -1.8126 -2.2728 1.5153 0.0 0.0 0.0 0.4788
H 0.3424 -3.4468 -1.1297 0.0 0.0 0.0 0.3299
H 1.5552 -2.1654 -0.9380 0.0 0.0 0.0 0.3722
H 0.0044 -1.8400 -1.7598 0.0 0.0 0.0 0.4633
H 0.7470 -3.5674 1.4935 0.0 0.0 0.0 0.3690
H 0.2903 -2.1254 2.4241 0.0 0.0 0.0 0.3488
H 1.7337 -2.0959 1.3954 0.0 0.0 0.0 0.3182
```
Positions in Å, forces in eV/Å.

=====

No. 2
A cluster of 3 separate species, C2H8N3S in total in a non-equilibrium geometry. Source: the Open Molecules 2025 dataset; level of theory: ωB97M-V/def2-TZVPD.

## Properties
orbital gap: 8.67 eV
energy above the lowest of the compared OMol25 structures with the same formula, charge and spin: 168.1 kJ/mol
DFT total energy: -643.1376 Ha
net charge: +1

Structure (XYZ):
```
14
Properties=species:S:1:pos:R:3:forces:R:3:mulliken_charge:R:1
C -1.9473 1.5355 -0.6966 0.7 1.8 -2.3 -0.1321
C 1.6483 1.3957 0.1656 -1.4 0.4 -1.3 0.5119
N 0.9324 1.9285 -0.6174 1.0 1.6 -1.2 -0.3357
N 0.9802 -2.5712 0.9451 -0.9 -0.3 -3.0 -0.3932
N -2.4704 0.4700 -0.3577 -0.9 -2.4 0.0 -0.4921
S 2.3202 0.4952 1.2304 1.1 -0.8 1.3 -0.4573
H -1.0461 1.9312 -0.2895 -0.1 0.1 1.4 0.2185
H -2.1669 2.1109 -1.6126 -0.6 -0.3 0.1 0.2220
H 0.0828 -2.2835 0.3652 1.9 -1.8 1.0 0.4558
H 0.9798 2.7028 -1.3180 0.0 -1.2 1.1 0.2877
H 0.7297 -2.9463 1.8475 -0.1 0.4 0.6 0.3802
H 1.4202 -1.6615 0.8778 0.8 1.0 1.3 0.0411
H -3.1674 0.1197 -1.0522 0.3 0.7 0.9 0.2682
H 1.7044 -3.2271 0.5124 -1.8 0.7 0.1 0.4250
```
Positions in Å, forces in eV/Å.

=====

No. 3
An isolated molecule of C19H28N8O2. Source: the Open Molecules 2025 dataset; level of theory: ωB97M-V/def2-TZVPD.

## Properties
orbital gap: 9.65 eV
energy above the lowest of the compared OMol25 structures with the same formula, charge and spin: 57.9 kJ/mol
SMILES: Cc1cncc(C(=O)N[C@@H](C)CCNC(=O)[C@@H]2CCCN2Cc2nnn(C)n2)c1
DFT total energy: -1329.3604 Ha

Structure (XYZ):
```
57
Properties=species:S:1:pos:R:3:forces:R:3:mulliken_charge:R:1
C -3.4814 3.1611 -1.3175 0.0 0.0 0.0 -1.4816
C -3.8135 1.7781 -1.8008 0.0 0.0 0.0 0.2842
C -4.9244 1.5207 -2.5950 0.0 0.0 0.0 -0.6034
N -5.2710 0.3125 -3.0382 0.0 0.0 0.0 -0.6455
C -4.5043 -0.7134 -2.6912 0.0 0.0 0.0 -0.7305
C -3.3653 -0.5808 -1.9003 0.0 0.0 0.0 0.7943
C -2.6440 -1.8334 -1.4915 0.0 0.0 0.0 0.5014
O -3.1698 -2.9270 -1.5951 0.0 0.0 0.0 -0.7135
N -1.4124 -1.6590 -0.9376 0.0 0.0 0.0 -0.1486
C -0.6876 -2.7344 -0.2667 0.0 0.0 0.0 0.1690
C 0.4979 -3.1923 -1.1067 0.0 0.0 0.0 -1.6486
C -0.2568 -2.3054 1.1385 0.0 0.0 0.0 -0.9365
C -1.3997 -1.9869 2.1060 -0.1 0.0 0.1 -0.7416
N -2.0905 -0.7419 1.7857 0.1 0.0 -0.2 0.5920
C -1.7682 0.5026 2.2332 0.2 0.0 0.0 0.0228
O -1.8283 1.4774 1.4954 -0.2 0.0 0.1 -0.6215
C -1.3304 0.6968 3.6766 0.0 0.0 0.0 -0.4603
C 0.2034 0.5577 3.8347 0.0 0.0 0.0 -0.4550
C 0.3903 -0.1523 5.1899 0.0 0.0 0.0 -0.6902
C -0.9963 -0.1020 5.8159 0.0 0.0 0.0 -0.7654
N -1.8818 -0.2272 4.6635 0.0 0.0 0.0 0.0604
C -3.2794 0.0065 5.0034 0.0 0.0 0.0 -0.9125
C -4.1824 -0.4112 3.8943 0.0 0.0 0.0 0.5679
N -4.4573 -1.6982 3.6028 0.0 0.0 0.0 -0.3654
N -5.1594 -1.6781 2.5069 0.0 0.0 0.0 -0.6460
N -5.2964 -0.4148 2.1763 0.0 0.0 0.0 1.0893
C -5.9979 0.0083 0.9804 0.0 0.0 0.0 -0.5956
N -4.7156 0.4202 3.0154 0.0 0.0 0.0 -0.8370
C -3.0226 0.6888 -1.4548 0.0 0.0 0.0 0.2127
H -2.7254 3.6234 -1.9556 0.0 0.0 0.0 0.3468
H -4.3614 3.8038 -1.3285 0.0 0.0 0.0 0.3919
H -3.0818 3.1260 -0.3036 0.0 0.0 0.0 0.2713
H -5.5812 2.3375 -2.8801 0.0 0.0 0.0 0.3888
H -4.7977 -1.6971 -3.0360 0.0 0.0 0.0 0.4762
H -0.9785 -0.7518 -0.9887 0.0 0.0 0.0 0.3501
H -1.4056 -3.5517 -0.1859 0.0 0.0 0.0 0.4551
H 1.0080 -4.0307 -0.6311 0.0 0.0 0.0 0.4249
H 0.1620 -3.5064 -2.0944 0.0 0.0 0.0 0.4106
H 1.2203 -2.3814 -1.2299 0.0 0.0 0.0 0.3245
H 0.3312 -3.1231 1.5642 0.0 0.0 0.0 0.4007
H 0.4180 -1.4431 1.0657 0.0 0.0 0.0 0.2283
H -2.1343 -2.7958 2.0983 0.0 0.0 0.0 0.4553
H -1.0331 -1.9149 3.1266 0.0 0.0 0.0 0.4991
H -2.4167 -0.7014 0.8318 0.0 0.0 0.0 -0.4131
H -1.6222 1.7323 3.9094 0.0 0.0 0.0 0.6694
H 0.6373 -0.0231 3.0203 0.0 0.0 0.0 0.0037
H 0.6697 1.5403 3.8098 0.0 0.0 0.0 0.4362
H 0.6856 -1.1910 5.0390 0.0 0.0 0.0 0.3053
H 1.1469 0.3223 5.8123 0.0 0.0 0.0 0.3460
H -1.1854 -0.9027 6.5314 0.0 0.0 0.0 0.3938
H -1.1516 0.8619 6.3314 0.0 0.0 0.0 0.3865
H -3.5130 -0.5923 5.8841 0.0 0.0 0.0 0.4905
H -3.4663 1.0642 5.2436 0.0 0.0 0.0 0.4367
H -6.8562 0.6168 1.2555 0.0 0.0 0.0 0.3149
H -5.3221 0.5855 0.3523 0.0 0.0 0.0 0.1324
H -6.3196 -0.8891 0.4612 0.0 0.0 0.0 0.3247
H -2.1861 0.8662 -0.7873 0.0 0.0 0.0 0.4540
```
Positions in Å, forces in eV/Å.

=====

No. 4
A cluster of 10 separate species, C36H50F5NO28 in total in a non-equilibrium geometry. Source: the Open Molecules 2025 dataset; level of theory: ωB97M-V/def2-TZVPD.

## Properties
orbital gap (alpha / beta): 7.99 / 3.19 eV
spin multiplicity: 2
DFT total energy: -4062.1364 Ha
net charge: +1

Structure (XYZ):
```
120
Properties=species:S:1:pos:R:3:forces:R:3:mulliken_charge:R:1
C -5.3463 4.1680 -3.5381 0.5 -0.7 1.4 -1.2787
C -4.6348 4.8885 -2.3030 -0.4 1.5 0.2 1.2789
C -5.1170 4.3904 -0.9097 -0.8 0.2 -0.2 -1.3791
C -4.7450 2.9843 -0.5301 -0.4 -0.5 -1.0 -0.8860
C -3.2603 2.7464 -0.6560 -0.7 1.5 0.5 -0.7238
C -2.6445 3.2337 -2.0250 0.7 -1.5 1.9 1.8002
N -3.1572 4.6568 -2.2744 0.1 -1.9 -4.3 0.4294
O -2.3983 5.3575 -3.2876 -0.9 -0.7 3.0 -0.3604
C -1.1513 3.3058 -1.8035 0.2 0.4 -0.3 -1.6822
C -2.9049 2.1520 -3.1162 -1.8 -0.4 0.3 -1.7124
C -4.8176 6.4161 -2.4633 0.5 0.6 0.2 -1.7498
H -4.8222 4.3052 -4.4840 0.0 -0.1 0.1 0.2781
H -6.3809 4.4927 -3.6481 0.2 0.6 0.2 0.4240
H -5.4450 3.1248 -3.2377 0.3 -0.1 -0.6 0.3520
H -4.7755 5.0277 -0.0940 0.2 0.5 -0.3 0.3815
H -6.2052 4.4496 -0.8885 -0.1 0.3 -0.2 0.4886
H -5.2815 2.2847 -1.1710 -0.2 -0.2 0.0 0.3427
H -5.0997 2.8227 0.4878 0.1 -0.2 0.0 0.4893
H -3.0800 1.7304 -0.3050 0.7 -0.1 -0.8 0.0358
H -2.8608 3.4014 0.1183 0.6 0.0 0.0 0.1930
H -0.7080 2.3523 -1.5167 -0.5 -0.1 0.2 0.1461
H -0.6922 3.5337 -2.7655 0.4 0.6 0.4 0.5471
H -1.0178 4.0106 -0.9828 0.8 0.2 -0.4 0.6198
H -3.8236 1.6383 -2.8329 -0.7 0.5 -0.4 0.3758
H -2.9976 2.4352 -4.1646 0.4 0.1 0.2 0.2316
H -2.3008 1.2556 -2.9760 1.2 0.7 -0.1 0.5334
H -5.8018 6.8426 -2.2696 -0.2 -0.8 0.5 0.3973
H -4.6071 6.8352 -3.4473 0.3 -0.6 -0.2 0.3989
H -4.1026 6.8862 -1.7881 -0.2 0.3 0.1 0.4536
H -2.6301 4.9814 -4.1399 -0.4 -0.4 -0.6 0.4299
C 5.6147 -1.1413 1.4423 1.5 1.4 -1.3 -0.5639
C 4.6335 -0.8523 2.5130 0.8 1.4 0.7 0.4184
O 4.2245 -2.1365 2.8299 -1.8 -0.4 3.0 -0.2692
C 4.5188 -3.0183 1.9020 -0.2 1.5 -0.8 0.6627
O 4.1771 -4.1327 1.8438 -0.4 -2.0 0.1 -0.4975
O 5.1397 -2.3329 0.9528 0.8 -2.0 -2.6 -0.3418
H 6.6516 -1.2665 1.7541 0.0 0.0 0.4 0.2798
H 5.6254 -0.4558 0.5948 -0.1 0.3 0.2 0.3003
H 3.8553 -0.1815 2.1491 -0.5 -0.3 0.1 -0.2803
H 5.0940 -0.4107 3.3969 -0.1 0.1 0.0 0.3567
C 2.2222 -5.7536 -2.6353 -2.8 3.0 1.3 0.7483
C 3.2105 -4.8635 -3.3785 -0.7 1.1 0.6 0.0364
O 4.1791 -5.7616 -3.7493 1.7 -1.8 -1.4 -0.3850
C 3.9381 -6.9500 -3.2155 4.0 -4.7 -1.0 0.6210
O 4.6607 -7.9691 -3.3297 -2.4 3.7 0.3 -0.6309
O 2.8294 -6.9416 -2.5236 0.1 -2.8 0.7 -0.3100
H 1.2106 -5.8268 -3.0346 0.2 -0.3 -1.0 0.2456
H 1.9254 -5.4237 -1.6397 0.7 0.4 0.2 -0.6094
H 3.7938 -4.2099 -2.7299 -0.9 0.9 0.0 0.2353
H 2.7927 -4.4101 -4.2773 0.1 0.4 0.3 0.1123
C -0.3464 0.6436 5.3472 -1.5 0.1 0.7 0.1825
C 0.2903 0.2476 6.6050 1.5 -0.6 2.1 -0.4602
O 1.2215 -0.7744 6.2438 0.1 -0.4 -0.5 -0.3607
C 0.9157 -1.2146 4.9926 3.4 -1.7 0.5 0.5174
O 1.5651 -2.0602 4.3992 -2.0 1.8 1.1 -0.4962
O -0.0855 -0.4976 4.5357 -1.7 1.4 -2.2 -0.1214
H -0.0446 1.6470 5.0471 0.7 -0.4 -1.1 0.0666
H -1.4112 0.7545 5.5522 0.0 -0.4 -0.5 0.1460
H -0.4032 -0.1946 7.3204 0.0 0.2 0.1 0.2302
H 0.8851 1.0308 7.0751 -0.3 0.0 0.1 0.3373
C 1.6064 -6.0933 1.5105 -4.1 2.3 -1.0 0.7963
C 2.2209 -7.2304 0.8820 2.2 -0.3 -3.2 0.1200
O 3.0945 -7.6925 1.8671 1.1 -1.9 -1.4 -0.3436
C 2.7052 -7.2295 3.0035 0.4 0.5 1.9 0.6481
O 3.1869 -7.4886 4.0449 0.5 -0.5 1.6 -0.5583
O 1.7144 -6.3694 2.8258 -0.4 0.9 3.2 -0.4209
H 0.5297 -5.9935 1.3733 -0.3 -0.3 -0.7 0.1591
H 1.9395 -5.1028 1.2006 0.9 -0.1 0.4 -0.7310
H 2.8927 -6.7644 0.1612 -0.2 -0.9 -0.9 0.1608
H 1.6236 -8.0393 0.4614 -0.1 0.2 0.1 0.1737
C 2.2049 -0.2212 -3.3874 0.2 1.3 -0.8 0.3246
C 2.1727 0.4536 -4.8227 0.2 -0.8 1.1 0.3139
O 2.6853 -0.5727 -5.6075 -1.9 2.9 -2.3 -0.3582
C 3.2574 -1.5071 -4.9435 -0.7 -0.6 2.7 0.5350
O 3.7711 -2.4145 -5.4380 1.9 -2.6 -0.9 -0.4727
O 3.0458 -1.3476 -3.5997 -0.4 0.2 0.3 -0.1723
F 3.0297 1.4953 -4.9279 0.4 0.7 0.3 -0.3101
H 1.1970 -0.4130 -3.0195 0.0 -0.8 -0.3 -0.2065
H 2.6529 0.4258 -2.6332 0.3 0.1 -0.2 0.1090
H 1.2249 0.8169 -5.2200 -0.1 -0.4 0.2 0.2941
C -2.2094 3.7442 3.2994 -1.7 -0.5 1.0 -0.5361
C -3.1682 2.7006 3.9670 1.0 1.0 0.6 0.2246
O -2.5286 1.4899 3.6716 -0.8 -1.0 -0.5 -0.3380
C -1.9220 1.6074 2.4497 0.5 1.4 1.5 0.5090
O -1.5307 0.7889 1.6924 -0.5 -0.5 0.1 -0.5232
O -1.6726 2.9200 2.3135 1.1 1.0 -2.4 -0.0935
F -4.4182 2.6547 3.4100 0.4 0.4 0.0 -0.2594
H -1.4564 4.2045 3.9391 0.3 -0.8 0.3 0.3647
H -2.7572 4.6267 2.9689 -0.2 -0.4 -0.9 0.3044
H -3.2290 2.8781 5.0407 -0.3 -0.5 0.0 0.3250
C 2.0085 3.7988 1.5877 -1.6 -0.1 0.3 0.1423
C 3.0361 3.2910 2.5788 -3.3 2.1 -0.6 0.5248
O 3.8579 4.3939 2.7166 0.6 -0.8 1.9 -0.3687
C 3.7766 5.1632 1.6211 2.5 2.1 -0.5 0.5515
O 4.5919 6.0242 1.3812 -2.0 -1.5 0.1 -0.5376
O 2.7277 4.7912 0.8952 -0.9 0.5 -0.9 -0.3299
F 3.6044 2.3646 1.8772 2.9 -3.3 -0.6 -0.2578
H 1.0844 4.1243 2.0654 0.1 1.0 0.2 0.0443
H 1.6216 3.0178 0.9331 0.7 -0.1 -0.3 -0.1276
H 2.5222 2.9317 3.4704 1.0 0.0 0.5 0.3712
C -2.9672 -1.5659 -0.7056 1.8 -1.0 0.5 -0.1025
C -3.4000 -3.0645 -0.7705 0.4 3.8 0.8 0.3846
O -3.3676 -3.1480 -2.1657 -1.2 -2.8 -0.7 -0.3398
C -2.4050 -2.4152 -2.6910 1.4 1.6 -2.5 0.5354
O -2.0958 -2.3431 -3.8689 -0.6 -0.5 2.9 -0.5527
O -1.8900 -1.6092 -1.7013 -0.7 0.0 -0.1 0.0032
F -4.6288 -3.2138 -0.2412 0.0 -0.5 -0.7 -0.3043
H -2.4719 -1.3787 0.2471 -0.4 0.6 0.0 -0.0493
H -3.6797 -0.8279 -1.0739 -0.4 -0.2 0.5 0.1279
H -2.6541 -3.6107 -0.1931 -0.2 -0.9 -0.6 0.3382
C 0.8104 -1.4828 1.4312 0.7 2.0 -0.1 0.2709
C 0.9851 -0.6399 0.1410 -0.7 -0.4 1.4 1.3127
O 1.3762 -1.6433 -0.7306 0.5 0.4 -2.5 0.0821
C 0.8820 -2.8469 -0.3202 -1.4 -1.2 -2.3 0.4019
O 0.4859 -3.7867 -0.9715 1.4 1.5 -0.2 -0.5837
O 0.7070 -2.8140 0.9404 -0.8 0.6 4.0 -0.2433
F 1.8604 0.4287 0.2417 0.5 -1.1 -0.1 -0.3325
H -0.0669 -1.0608 1.9214 -0.1 -1.0 0.3 -0.1167
H 1.6840 -1.3371 2.0665 -0.1 -0.4 0.1 -0.2832
H 0.0675 -0.1211 -0.1365 -0.2 -0.5 -0.5 -0.6250
```
Positions in Å, forces in eV/Å.

=====

No. 5
A structure of composition C13H27Cl2N2OP2Ru in a non-equilibrium geometry. Source: the Open Molecules 2025 dataset; level of theory: ωB97M-V/def2-TZVPD.

## Properties
orbital gap (alpha / beta): 6.42 / 4.58 eV
energy above the lowest of the compared OMol25 structures with the same formula, charge and spin: 107.7 kJ/mol
spin multiplicity: 6
DFT total energy: -2393.6011 Ha
net charge: +2

Structure (XYZ):
```
48
Properties=species:S:1:pos:R:3:forces:R:3:mulliken_charge:R:1
C 0.3175 -0.1509 -5.3038 0.2 -0.1 0.2 -1.1669
C 0.5184 0.0021 -3.7861 3.1 1.3 0.2 0.8535
H 1.3066 -0.1195 -5.8003 -0.4 0.0 0.6 0.3663
H -0.2914 0.6556 -5.7522 0.1 -0.3 0.6 0.3160
H -0.1549 -1.1094 -5.5482 -0.1 0.2 0.2 0.3284
O 1.5825 0.3192 -3.2581 -3.8 -1.3 -1.2 -0.4446
Cl -1.0125 -0.2417 -2.7295 0.8 0.0 -3.2 -0.1124
Ru -0.7211 -0.1012 -0.2643 -3.1 -0.1 0.4 0.0067
P 0.0308 1.9526 -0.4779 0.6 4.7 -1.2 1.4700
C 1.5005 2.1730 0.5725 0.2 0.4 0.2 -1.3643
C 0.5208 2.9065 -2.0028 0.5 -0.3 0.0 -1.4271
H 0.7203 3.9813 -1.7252 -0.2 -1.2 -0.2 0.4976
H -1.0175 4.1646 -0.6374 -0.2 -0.3 0.2 0.4440
H -0.3092 2.8625 -2.7279 0.3 0.1 0.3 0.4287
H -2.2308 2.8332 -0.5807 0.3 0.2 0.2 0.3718
H 2.2879 1.5451 0.1359 -0.1 0.2 0.1 0.3797
H 1.4069 2.4496 -2.4541 -0.2 0.3 0.0 0.3755
C -1.3017 3.2276 -0.1393 0.0 0.0 0.5 -1.3123
H 1.8013 3.2210 0.5525 0.2 0.0 0.0 0.3807
H -1.4672 3.4675 0.9159 -0.2 0.0 -0.3 0.4170
H 1.3708 1.8800 1.6205 0.1 0.0 -0.4 0.5237
P 0.3790 -1.9723 -0.4051 2.8 -5.1 -0.9 1.0820
C 1.6826 -2.1101 0.8988 -0.4 0.1 0.2 -1.2006
C -0.7419 -3.4678 -0.3391 -0.2 0.1 0.5 -1.4645
H 0.6533 -3.0470 -2.6352 1.0 0.4 0.9 0.3830
H 1.9586 -3.6702 -1.4825 -0.7 1.3 -0.2 0.4323
H 2.0539 -1.9355 -2.2116 -0.3 -1.1 0.2 0.3349
C 1.3848 -2.7470 -1.8205 -0.3 0.7 -0.6 -1.2051
H -1.1136 -3.6398 -1.3672 0.2 0.1 0.6 0.3609
H -0.1766 -4.3483 0.0233 -0.3 0.4 -0.3 0.3770
H 1.7723 -3.1524 1.2458 0.2 0.4 -0.1 0.3773
H 1.4392 -1.4341 1.7415 0.3 -0.4 -0.3 0.2913
H -1.6422 -3.3099 0.2696 0.1 -0.2 -0.2 0.5967
H 2.6188 -1.7608 0.4248 -0.4 -0.3 0.4 0.4100
Cl -3.0532 -0.4762 -0.6996 0.5 0.1 0.9 -0.3964
N -1.3479 -2.0063 2.6670 1.9 2.0 1.1 -0.0677
C -0.9965 -0.7190 3.0584 -0.9 -2.3 -1.8 0.5560
C -1.0053 -0.4383 4.4580 -0.1 -0.2 0.3 -0.6431
C -0.8415 0.8650 4.8988 0.2 -0.1 -0.3 -0.5433
C -0.7447 1.8516 3.9264 0.1 0.1 0.9 -0.8448
C -0.7527 1.4685 2.5848 0.3 -1.6 -2.3 -0.0289
N -0.7737 0.2068 2.0701 -1.0 1.5 3.0 0.5214
H -1.2804 -2.2939 1.6852 -0.3 0.4 0.3 -0.2916
H -1.1475 -2.7423 3.3508 -0.6 0.2 -0.2 0.3545
H -1.1809 -1.2886 5.1226 0.1 0.4 0.0 0.4091
H -0.7484 1.1106 5.9424 -0.2 -0.1 0.2 0.4742
H -0.5933 2.9148 4.1622 -0.2 -0.6 0.0 0.4647
H -0.6601 2.2238 1.8203 -0.1 0.0 0.4 -0.0714
```
Positions in Å, forces in eV/Å.

=====

Q: Which value of DFT total energy does entry 2 give?
A: -643.1376 Ha

=====

Q: Which value of DFT total energy does entry 4 give?
A: -4062.1364 Ha

=====

Q: Which of these has the highest DFT total energy?
A: C2H8N3S